Record 1
ORCA calculation (ωB97M-V/def2-TZVPD) on a molecular structure, C42H51N6PdSe at a distorted geometry.

## Properties
Spin multiplicity ... 3
Total charge ... +1
Lowest unoccupied orbital energy (spin up / spin down) ... -0.1092 / -0.1377 Ha
Kohn-Sham gap (spin up / spin down) ... 0.204 / 0.202 Ha

Each line ends with the Löwdin spin population.
Element x y z (Å)
1 Pd -0.13235 -1.33854 -0.79186  0.5952
2 C -0.78618 -1.24648 3.50499  0.0085
3 C 0.49251 -1.43226 4.00557  0.0136
4 C 1.54181 -1.52220 3.13572  0.0045
5 C 1.33845 -1.38907 1.72447  0.0255
6 N 0.05006 -1.13090 1.24116  0.0600
7 C -0.96107 -1.01353 2.15161  0.0189
8 C 2.34458 -1.33621 0.70702  0.0323
9 C 3.72717 -1.26067 0.93016  -0.0036
10 C 4.54983 -1.29112 -0.18250  0.0188
11 C 3.98318 -1.24485 -1.48293  -0.0043
12 C 2.60897 -1.32596 -1.62477  0.0280
13 N 1.83025 -1.33341 -0.54083  0.0971
14 C 1.89634 -1.45166 -2.86399  0.0183
15 C 2.51043 -1.66160 -4.12425  0.0043
16 C 1.78720 -1.58202 -5.28595  0.0098
17 C 0.39590 -1.47727 -5.11302  0.0070
18 C -0.17379 -1.28246 -3.88473  0.0122
19 N 0.54732 -1.31607 -2.73990  0.0507
20 H -1.62564 -1.31890 4.19245  0.0006
21 H 0.66740 -1.66365 5.03509  0.0007
22 H 2.52159 -1.79201 3.49366  0.0004
23 H -1.93221 -0.80934 1.75145  0.0011
24 H 4.14245 -1.20047 1.93211  -0.0001
25 H 5.62308 -1.31982 -0.07743  0.0013
26 H 4.63906 -1.12429 -2.36635  0.0000
27 H 3.58928 -1.78632 -4.20408  0.0005
28 H 2.22824 -1.59200 -6.29396  0.0004
29 H -0.25892 -1.40373 -6.03050  0.0005
30 H -1.25904 -1.07172 -3.80128  0.0013
31 C 2.84707 4.86837 -2.05846  0.0000
32 C 2.94942 5.26404 -0.59986  0.0000
33 C 3.48407 4.15201 0.30470  0.0000
34 C 2.54932 2.91486 0.44565  0.0000
35 N 1.24890 3.25813 1.06453  0.0011
36 C 0.03471 2.96494 0.53452  0.0014
37 Se -0.31957 2.16916 -1.03791  0.0045
38 N -0.93584 3.32416 1.43630  0.0011
39 C -2.37809 3.28771 1.21001  0.0001
40 C -2.93779 4.54131 0.53166  0.0001
41 C -2.46072 5.87523 1.12141  0.0000
42 C -1.18808 6.46811 0.50962  0.0000
43 C -0.33254 3.80504 2.59046  0.0000
44 C -0.81730 4.08491 3.88043  0.0002
45 C 0.09442 4.22185 4.93424  0.0002
46 C 1.47125 4.08460 4.67401  0.0002
47 C 1.98604 3.77698 3.40728  0.0002
48 C 1.08569 3.71162 2.35611  0.0000
49 H 2.70032 5.74084 -2.74373  0.0000
50 H 2.00171 4.17398 -2.22732  0.0000
51 H 3.76021 4.35188 -2.40342  0.0000
52 H 2.04344 5.66684 -0.18140  0.0000
53 H 3.67853 6.11669 -0.59835  0.0000
54 H 3.62097 4.53686 1.31026  0.0000
55 H 4.42320 3.69767 0.02245  0.0000
56 H 3.06481 2.14644 1.08858  0.0000
57 H 2.29268 2.45743 -0.50824  0.0000
58 H -2.83214 3.25741 2.22937  0.0000
59 H -2.58249 2.35570 0.71210  0.0001
60 H -4.06353 4.48762 0.58471  0.0000
61 H -2.70223 4.53718 -0.55457  0.0000
62 H -2.43021 5.91598 2.23239  0.0000
63 H -3.29095 6.62269 0.89906  0.0000
64 H -0.23769 5.93444 0.63702  0.0000
65 H -1.02096 7.49854 0.95908  0.0000
66 H -1.27873 6.64837 -0.57202  0.0000
67 H -1.87987 4.27448 4.03996  0.0000
68 H -0.22168 4.60289 5.87563  0.0000
69 H 2.16251 4.20968 5.51526  0.0000
70 H 3.06352 3.70585 3.28524  0.0000
71 C 1.92509 -6.00372 -0.80907  -0.0075
72 C 0.43048 -5.76972 -0.80817  0.0025
73 C -0.49525 -6.77981 -0.77435  0.1733
74 C -1.88026 -6.50683 -0.96612  -0.0147
75 C -2.90930 -7.60788 -0.99663  -0.0085
76 C -2.30459 -5.17268 -1.05961  0.1144
77 C -1.40847 -4.07996 -0.93437  0.0238
78 C -0.02329 -4.46744 -0.71593  0.1550
79 N -1.78895 -2.77991 -0.91838  0.4636
80 C -3.23279 -2.37892 -0.90069  0.0267
81 C -3.89270 -2.71955 0.44782  0.0193
82 C -3.95340 -2.92239 -2.18685  0.0169
83 C -3.31646 -0.80929 -0.97235  0.0031
84 H 2.29036 -6.16273 -1.83340  -0.0031
85 H 2.25466 -6.85080 -0.20168  -0.0013
86 H 2.48872 -5.12855 -0.43653  -0.0003
87 H -0.19108 -7.79371 -0.56499  0.0090
88 H -2.87720 -8.25019 -0.08627  -0.0025
89 H -2.68614 -8.29190 -1.86460  -0.0030
90 H -3.91992 -7.20641 -1.11404  0.0001
91 H -3.37528 -5.04602 -1.15997  0.0052
92 H 0.70603 -3.64503 -0.68054  0.0079
93 H -3.80522 -3.79160 0.72627  0.0010
94 H -4.92811 -2.34661 0.54485  0.0019
95 H -3.37538 -2.15878 1.25674  0.0002
96 H -4.46029 -2.07167 -2.66739  0.0009
97 H -4.58722 -3.76230 -1.86953  0.0009
98 H -3.14273 -3.29273 -2.85780  0.0006
99 H -2.71541 -0.34806 -0.17550  0.0014
100 H -4.35013 -0.46480 -0.77365  -0.0002
101 H -3.01408 -0.38399 -1.95120  0.0003

=====

Record 2
ORCA calculation (ωB97M-V/def2-TZVPD) on a molecular structure, C42H52BBrFeGe2N2O4 at a distorted geometry.

## Properties
Energy above the lowest of the compared OMol25 structures with the same formula, charge and spin ... 32.7 kcal per mole
Spin multiplicity ... 5
Lowest unoccupied orbital energy (spin up / spin down) ... 0.0062 / -0.0258 Ha
Kohn-Sham gap (spin up / spin down) ... 0.290 / 0.254 Ha

Each line ends with the Löwdin spin population.
Element x y z (Å)
1 Fe -0.27054 0.01262 0.48376  2.9372
2 O 2.62592 -2.02033 -3.64518  0.0055
3 C 3.31825 -2.34054 -2.50386  0.0022
4 C 4.40295 -3.19302 -2.64995  -0.0001
5 C 5.14521 -3.55060 -1.53584  0.0012
6 C 4.81461 -3.05390 -0.28003  -0.0001
7 C 3.72092 -2.21329 -0.14836  0.0023
8 C 2.95710 -1.85540 -1.25018  0.0060
9 C 1.73875 -0.98327 -1.08063  0.0326
10 O 1.55876 -0.50888 0.19079  0.1106
11 N 0.54956 -1.79352 -1.54769  0.2715
12 N -0.58893 -1.61033 -0.87655  0.4409
13 C -1.45812 -2.69572 -0.95942  -0.0014
14 C -2.71068 -2.64711 -0.56441  0.1754
15 Br -1.56382 -1.12002 2.30911  0.0288
16 C -3.94915 -2.59622 -0.16413  0.0297
17 C -5.10908 -2.14976 -0.97090  0.0114
18 C -4.98980 -1.77907 -2.30802  0.0000
19 C -6.10091 -1.36721 -3.02272  0.0008
20 C -7.35108 -1.32446 -2.41197  -0.0037
21 C -7.47934 -1.69440 -1.08211  0.0009
22 C -6.36069 -2.10455 -0.36746  -0.0020
23 H 1.91291 -1.40130 -3.44972  0.0016
24 H 4.64910 -3.56078 -3.63736  0.0000
25 H 5.98875 -4.21931 -1.65269  0.0001
26 H 5.40565 -3.31745 0.58765  0.0000
27 H 3.44419 -1.79816 0.80890  0.0004
28 H 1.81969 -0.14862 -1.79486  0.0080
29 H 0.75820 -2.74934 -1.82658  0.0123
30 H -1.07017 -3.62750 -1.36591  -0.0018
31 H -4.16750 -2.88083 0.86414  0.0112
32 H -4.01886 -1.81690 -2.78921  0.0014
33 H -5.99476 -1.07947 -4.06073  0.0002
34 H -8.21905 -1.00442 -2.97356  -0.0002
35 H -8.44759 -1.66833 -0.59915  0.0002
36 H -6.45733 -2.38785 0.67446  0.0002
37 C -4.22199 1.83940 -1.35939  0.0006
38 C -3.16847 0.76977 -1.05142  0.0077
39 Ge -1.30358 1.40229 -1.20504  -0.0193
40 C -0.70151 1.03530 -3.02319  -0.0075
41 C -1.61139 1.73971 -4.03735  -0.0026
42 C -1.39842 3.31358 -0.95501  0.0004
43 C -1.14582 3.72876 0.29281  -0.0042
44 Ge -0.30761 2.29692 1.39812  -0.0547
45 C -1.07693 2.39602 3.18605  -0.0206
46 C -0.55626 3.46278 4.15911  -0.0056
47 C 1.63466 2.57301 1.18683  -0.0016
48 C 2.32734 3.79312 1.79874  -0.0013
49 C -1.47334 5.13024 0.70962  -0.0008
50 C -0.67786 5.86360 1.58747  -0.0007
51 C -0.99858 7.16912 1.93622  0.0000
52 C -2.14084 7.76805 1.42341  -0.0004
53 C -2.95527 7.04829 0.55864  0.0000
54 C -2.62428 5.74732 0.20951  -0.0003
55 H -5.23413 1.43399 -1.27227  0.0001
56 H -4.11838 2.24215 -2.36845  0.0000
57 H -4.14331 2.68308 -0.67135  0.0001
58 H -3.27776 -0.09082 -1.71895  0.0004
59 H -3.32684 0.38695 -0.03917  0.0021
60 H -0.70059 -0.04292 -3.19594  0.0004
61 H 0.33039 1.38114 -3.13092  0.0006
62 H -2.65180 1.42737 -3.92921  -0.0002
63 H -1.31287 1.51357 -5.06385  -0.0007
64 H -1.58349 2.82475 -3.92319  -0.0001
65 H -1.73682 4.01607 -1.72015  0.0001
66 H -0.95006 1.41312 3.64232  -0.0005
67 H -2.14984 2.52307 3.01431  -0.0001
68 H 0.53179 3.53310 4.15516  -0.0003
69 H -0.85398 3.22696 5.18342  -0.0011
70 H -0.94788 4.45215 3.93015  0.0000
71 H 1.73584 2.59499 0.09808  0.0001
72 H 2.13338 1.65883 1.51022  -0.0003
73 H 1.97205 4.72934 1.36880  0.0000
74 H 3.40420 3.75244 1.61142  -0.0002
75 H 2.19575 3.85464 2.88028  -0.0001
76 H 0.21384 5.41101 1.99713  -0.0002
77 H -0.35537 7.71480 2.61542  0.0000
78 H -2.39849 8.78172 1.70277  0.0000
79 H -3.85606 7.49883 0.16085  0.0000
80 H -3.27442 5.18607 -0.45111  0.0000
81 C 5.28478 0.63933 6.18363  0.0000
82 C 5.71648 -0.08840 4.90506  0.0000
83 C 6.81137 -1.09152 5.26873  0.0000
84 C 6.29386 0.93569 3.91902  0.0000
85 C 4.50161 -0.76606 4.26386  0.0008
86 C 4.49244 -2.12438 3.93885  0.0016
87 C 3.39005 -2.75575 3.35342  0.0005
88 C 2.29721 -1.96994 3.10801  0.0008
89 O 1.08862 -2.33313 2.55654  0.0024
90 B 0.38916 -1.14790 2.49937  0.0102
91 O 1.05565 -0.08767 3.09278  0.0095
92 C 2.29079 -0.62621 3.41862  0.0004
93 C 3.36193 0.00686 3.98943  0.0011
94 H 6.15799 1.07437 6.67486  0.0000
95 H 4.80434 -0.04759 6.88396  0.0000
96 H 4.58351 1.44959 5.97294  0.0000
97 H 7.62104 -0.57114 5.78401  0.0000
98 H 7.23735 -1.56744 4.38290  0.0000
99 H 6.44144 -1.87319 5.93562  0.0000
100 H 7.12553 1.47661 4.37775  0.0000
101 H 5.54131 1.66729 3.61717  0.0000
102 H 6.66155 0.44307 3.01620  0.0000
103 H 5.36627 -2.72519 4.13733  0.0001
104 H 3.40808 -3.80471 3.09023  0.0000
105 H 3.31787 1.06863 4.19995  0.0000

=====

Record 3
ORCA calculation (ωB97M-V/def2-TZVPD) on a molecular structure, C42H52InN5O6P2SeSi2.

## Properties
Energy above the lowest of the compared OMol25 structures with the same formula, charge and spin ... 1.4 kcal per mole
Spin multiplicity ... 1
Total charge ... -2
Lowest unoccupied orbital energy ... 0.1502 Ha
Kohn-Sham gap ... 0.251 Ha

Each line ends with the Löwdin charge.
Element x y z (Å)
1 In 0.02644 0.82200 0.02336  0.7791
2 C -1.31204 -2.49063 -4.33948  -0.1828
3 Si -2.64672 -1.78097 -3.21034  0.2802
4 C -3.95088 -3.15432 -3.23371  -0.1794
5 C -3.44940 -0.32436 -4.09223  -0.1812
6 N -1.92435 -1.28632 -1.76676  -0.2575
7 P -2.34264 -1.33727 -0.22659  0.6618
8 C -1.20161 -0.78690 0.93938  -0.4803
9 P -0.12419 -1.90531 1.70888  0.6444
10 N 1.01130 -2.60519 0.85926  -0.2432
11 Si 2.55210 -3.18905 1.29845  0.2873
12 C 3.94626 -2.17194 0.59203  -0.1839
13 C 2.89914 -3.38580 3.14476  -0.1803
14 C 2.72512 -4.93258 0.56793  -0.2027
15 C 0.59590 -0.97357 3.13640  -0.2665
16 C 0.12923 -0.98620 4.44860  -0.0776
17 C 0.70041 -0.16037 5.40893  -0.0978
18 C 1.74199 0.69639 5.07791  -0.0983
19 C 2.23842 0.69936 3.78232  -0.0571
20 C 1.67891 -0.14587 2.83598  -0.1243
21 C -1.14475 -3.17208 2.57474  -0.2810
22 C -0.69113 -4.48544 2.65020  -0.0840
23 C -1.38559 -5.43767 3.38851  -0.0918
24 C -2.55258 -5.08450 4.05258  -0.1101
25 C -3.02527 -3.77950 3.96816  -0.0985
26 C -2.32556 -2.83140 3.23470  -0.1110
27 C -3.87276 -0.30944 -0.03528  -0.2535
28 C -5.08350 -0.63941 -0.65140  -0.1131
29 C -6.14984 0.25007 -0.66331  -0.1048
30 C -6.01903 1.50326 -0.07602  -0.1108
31 C -4.82619 1.84169 0.54662  -0.0769
32 C -3.77072 0.93629 0.58076  -0.0748
33 C -2.90079 -3.05681 0.11182  -0.2840
34 C -2.06176 -4.07525 -0.35151  -0.1106
35 C -2.41954 -5.40706 -0.21278  -0.0927
36 C -3.63600 -5.74385 0.37179  -0.1022
37 C -4.47033 -4.74320 0.84598  -0.0921
38 C -4.09558 -3.40838 0.73128  -0.0960
39 H -1.75331 -2.85573 -5.27578  0.0186
40 H -0.53165 -1.76639 -4.59432  0.0073
41 H -0.82899 -3.33971 -3.84165  0.0256
42 H -4.07183 -3.48517 -4.27116  0.0198
43 H -3.64224 -4.01766 -2.63625  0.0143
44 H -4.93396 -2.83765 -2.87605  0.0093
45 H -3.92943 -0.63072 -5.02994  0.0203
46 H -4.21495 0.12121 -3.44661  0.0157
47 H -2.71490 0.45345 -4.32740  0.0109
48 H 4.01925 -1.18397 1.05547  0.0221
49 H 4.90675 -2.68187 0.73717  0.0249
50 H 3.82034 -1.98417 -0.47921  0.0241
51 H 3.22381 -2.43945 3.58801  0.0209
52 H 2.01261 -3.71452 3.69506  0.0153
53 H 3.69157 -4.12838 3.30006  0.0196
54 H 2.06232 -5.05481 -0.29443  0.0111
55 H 3.75508 -5.11205 0.23429  0.0114
56 H 2.47548 -5.70932 1.30098  0.0085
57 H -0.68051 -1.64005 4.73871  0.0897
58 H 0.31521 -0.17843 6.42221  0.0906
59 H 2.16361 1.35881 5.82519  0.0921
60 H 3.05179 1.35458 3.49076  0.1137
61 H 2.10947 -0.15205 1.84473  0.0695
62 H 0.20568 -4.75815 2.10683  0.0820
63 H -1.01702 -6.45596 3.44247  0.0941
64 H -3.09971 -5.82497 4.62554  0.0890
65 H -3.94514 -3.50332 4.47111  0.0969
66 H -2.68439 -1.80841 3.16298  0.1168
67 H -5.19650 -1.59958 -1.13420  0.0788
68 H -7.08071 -0.03156 -1.14282  0.0920
69 H -6.84376 2.20713 -0.10343  0.0895
70 H -4.70668 2.81143 1.01577  0.1023
71 H -2.86578 1.18768 1.11905  0.0558
72 H -1.12006 -3.80552 -0.81907  0.1024
73 H -1.74779 -6.18577 -0.55513  0.1003
74 H -3.92456 -6.78459 0.46685  0.0919
75 H -5.40921 -5.00101 1.32327  0.0958
76 H -4.73530 -2.63766 1.14135  0.1040
77 N -0.78593 2.00971 -1.73756  0.0154
78 C 0.06345 2.18250 -2.94266  -0.2140
79 C 0.41483 0.86368 -3.61677  -0.1851
80 C 1.49801 0.06697 -2.89525  -0.2226
81 N 0.97741 -0.48780 -1.62882  0.0001
82 H -1.70911 1.65887 -1.97644  0.0874
83 H -0.88745 2.92830 -1.28478  0.0515
84 H 0.97065 2.69078 -2.61040  0.0839
85 H -0.44874 2.83748 -3.65266  0.1121
86 H 0.76581 1.08296 -4.62879  0.1136
87 H -0.48323 0.24948 -3.70612  0.0602
88 H 2.35040 0.70188 -2.65687  0.0864
89 H 1.84853 -0.74263 -3.54365  0.1094
90 H 1.67388 -1.03953 -1.13452  0.0614
91 H 0.17275 -1.09574 -1.80856  0.0385
92 O 4.03996 3.02995 0.87381  -0.5046
93 Se 3.14439 2.30540 -0.26891  0.7619
94 O 3.79997 0.93461 -0.87067  -0.5036
95 O 1.74229 1.78505 0.58243  -0.5243
96 O 2.60844 3.30149 -1.44474  -0.5006
97 O -1.50788 1.70557 3.33392  0.0708
98 C -1.03280 2.59760 2.66382  -0.4341
99 N -0.92965 2.65474 1.28084  0.0777
100 C -0.49370 3.91396 0.93156  -0.4341
101 O -0.49595 4.39166 -0.19235  0.0503
102 C -0.08789 4.66368 2.17153  -0.0807
103 C 0.54382 5.87515 2.34786  -0.0005
104 C 0.77706 6.29026 3.65817  -0.0907
105 C 0.37206 5.50899 4.73966  -0.0945
106 C -0.25397 4.27893 4.53897  -0.0156
107 C -0.45816 3.87544 3.23728  -0.0840
108 H 0.87034 6.45977 1.49695  0.1178
109 H 1.29554 7.22403 3.84096  0.0904
110 H 0.56125 5.85723 5.74885  0.0889
111 H -0.55401 3.64735 5.36689  0.1117

=====

no.,E (Eh)
1,-4488.665182
2,-10058.492750
3,-6210.403409